Here is a cluster of 2 separate species, CH3ClN2O2 in total in a non-equilibrium geometry from OMol25. Energies are from wB97M-V/def2-TZVPD.

Last columns: bonded neighbours and bond lengths (Å).
Cartesian coordinates (Å):
1 C -0.233 -0.217 -0.013  N2 1.442, H7 1.135, H8 1.119, H9 1.126
2 N -1.535 0.274 0.368  C1 1.442, N3 1.436
3 N -2.093 1.564 0.076  N2 1.436, O4 1.233, O5 1.186
4 O -1.258 2.470 0.116  N3 1.233
5 O -3.276 1.648 0.035  N3 1.186
6 Cl -2.966 -1.615 -0.136  no bonds
7 H 0.320 0.774 -0.008  C1 1.135
8 H 0.229 -0.694 0.888  C1 1.119
9 H -0.314 -0.766 -0.993  C1 1.126

energy above the lowest of the compared OMol25 structures with the same formula, charge and spin: 111.3 kcal per mole
F_max: 2.9 eV Å⁻¹
HOMO-LUMO gap (spin up / spin down): 8.3 / 8.1 eV

---

Here is the ion CH3ClN3O with charge +1 in a non-equilibrium geometry from OMol25. Energies are from wB97M-V/def2-TZVPD.

Last columns: bonded neighbours and bond lengths (Å).
Cartesian coordinates (Å):
1 H 2.293 -1.695 1.064  N2 1.025
2 N 1.365 -1.539 0.655  H1 1.025, N3 1.181
3 N 1.096 -0.524 0.114  N2 1.181, Cl4 1.783, N5 1.378
4 Cl 2.236 0.839 -0.039  N3 1.783
5 N -0.064 -0.389 -0.617  N3 1.378, C6 1.243
6 C -1.072 0.336 -0.686  N5 1.243, O7 1.729, H8 1.016
7 O -1.668 1.216 0.678  C6 1.729, H9 0.941
8 H -1.718 0.229 -1.464  C6 1.016
9 H -2.470 1.525 0.294  O7 0.941

energy above the lowest of the compared OMol25 structures with the same formula, charge and spin: 40.8 kcal per mole
F_max: 8.2 eV Å⁻¹
HOMO-LUMO gap: 9.8 eV
charge: +1
SMILES: [H]/N=[N+](Cl)/N=C\O

---

Here is a cluster of 2 separate species, CH3ClNO2S in total in a non-equilibrium geometry from OMol25. Energies are from wB97M-V/def2-TZVPD.

Last columns: bonded neighbours and bond lengths (Å).
Cartesian coordinates (Å):
1 C 1.709 -0.044 0.734  N2 1.267, H7 1.097, H8 1.062
2 N 0.957 -0.868 0.133  C1 1.267, S5 1.956
3 O -1.474 -0.797 0.746  S5 1.449
4 O -1.102 1.860 -0.781  H9 0.955
5 S -0.844 -0.460 -0.514  N2 1.956, O3 1.449, Cl6 2.389
6 Cl -1.278 -2.280 -2.000  S5 2.389
7 H 2.659 -0.378 1.168  C1 1.097
8 H 1.334 0.932 0.918  C1 1.062
9 H -1.961 2.033 -0.403  O4 0.955

energy above the lowest of the compared OMol25 structures with the same formula, charge and spin: 69.4 kcal per mole
F_max: 2.7 eV Å⁻¹
HOMO-LUMO gap (spin up / spin down): 7.9 / 7.9 eV
charge: -1